Run one
A cluster of 2 separate species, C3H9N2O in total. Source: OMol25; level of theory: ωB97M-V/def2-TZVPD.

```
! wB97M-V def2-TZVPD RIJCOSX def2/J DEFGRID3
* xyz -1 1
C -1.02179 -0.22032 -0.82999
C -0.39917 -1.75040 0.87506
C 2.09468 0.66078 -0.93067
N -0.00724 -1.15479 -0.43498
N 1.83081 -0.41726 0.06890
O 1.85954 -0.04991 1.31285
H -0.92780 0.70753 -0.23444
H -1.16375 0.02145 -1.85379
H -1.98609 -0.67925 -0.52962
H 0.56701 -1.75882 1.29102
H -1.07068 -1.12177 1.44627
H -0.92406 -2.69459 0.82354
H 3.13822 0.49018 -1.25720
H 1.36677 0.63690 -1.76470
H 2.14869 1.63712 -0.43023
*
```

## Properties
frontier orbital gap	6.404	eV


Run two
A structure of composition C3H9N2O. Source: OMol25; level of theory: ωB97M-V/def2-TZVPD.

```
! wB97M-V def2-TZVPD RIJCOSX def2/J DEFGRID3
* xyz -1 1
C -0.18956 1.00397 -0.23536
N 0.51496 -0.18940 -0.69398
C 1.87353 -0.23451 0.05303
O 1.85990 0.37092 1.22165
C -1.71040 0.83746 -0.46315
N -2.27472 -0.31514 -0.77926
H 0.00274 1.24073 0.83155
H 0.19486 1.89800 -0.78455
H -0.29263 -0.78641 -0.87518
H 2.13672 -1.31849 0.10278
H 2.55172 0.34211 -0.73534
H -1.86588 -0.36969 0.29860
H -2.27738 1.74713 -0.25320
H 0.07898 -1.97037 1.20606
H -0.60284 -2.25630 1.10634
*
```

## Properties
frontier orbital gap	6.870	eV


Stability check: which of them is least stable? run two.


Run one
A structure of composition C30H30AsGaN5O3S. Source: OMol25; level of theory: ωB97M-V/def2-TZVPD.

```
! wB97M-V def2-TZVPD RIJCOSX def2/J DEFGRID3
* xyz -1 1
Ga 1.22743 0.09911 0.47150
C -3.64710 0.36952 -0.09491
O -3.35665 0.38669 1.29961
C -2.58354 1.46640 1.68382
C -3.09717 2.33873 2.61562
C -2.35008 3.42903 3.06823
C -1.10190 3.64096 2.52257
C -0.54678 2.75643 1.59309
C 0.69690 3.12042 0.92360
N 1.42363 2.25166 0.34441
N 2.44068 2.67775 -0.48964
C 2.64121 1.74183 -1.38933
O 2.00317 0.63418 -1.46574
C 3.68758 2.01623 -2.42238
C 3.97109 1.04016 -3.37133
C 4.93948 1.26693 -4.33959
C 5.62984 2.47018 -4.36692
C 5.34818 3.44795 -3.41998
C 4.38196 3.22318 -2.45249
C -1.25470 1.58896 1.18351
O -0.78657 0.68170 0.38175
H -4.22674 -0.53260 -0.28383
H -2.72882 0.34102 -0.68228
H -4.23872 1.25023 -0.36631
H -4.09598 2.14760 2.99181
H -2.75342 4.10353 3.81164
H -0.52161 4.51006 2.81582
H 0.95392 4.17680 0.82351
H 3.42498 0.10649 -3.33402
H 5.15509 0.49997 -5.07352
H 6.38560 2.64733 -5.12278
H 5.88476 4.38892 -3.43754
H 4.14923 3.97176 -1.70763
C -1.33040 -1.68975 3.10546
C -1.06678 -0.60689 4.09778
C -1.90987 -0.32198 5.17070
C -1.54687 0.71097 6.00980
N -0.44020 1.43626 5.83281
C 0.26563 1.08653 4.77775
S 1.77940 1.93801 4.36405
N 0.03649 0.11613 3.91282
H -2.12579 -2.35448 3.44147
H -0.41410 -2.25205 2.92571
H -1.62578 -1.23332 2.15762
H -2.81648 -0.88708 5.33415
H -2.15715 0.97839 6.86561
C 0.81171 -4.17889 -4.06371
As 1.55029 -2.60576 -3.13867
C 1.64985 -3.43155 -1.36837
C -0.13274 -1.56243 -2.93101
C -1.29766 -2.30336 -2.36038
C -1.51728 -2.34487 -0.98269
C -2.59065 -3.04694 -0.45447
C -3.46990 -3.72324 -1.28951
C -3.26979 -3.68176 -2.66242
C -2.19629 -2.97740 -3.18829
H -0.04306 -4.59569 -3.53072
H 1.59498 -4.93464 -4.13304
H 0.50810 -3.90776 -5.07573
H 0.72032 -3.94186 -1.11521
H 1.85818 -2.66598 -0.62087
H 2.46929 -4.15169 -1.37269
H -0.36134 -1.18887 -3.93141
H 0.14457 -0.70419 -2.31823
H -0.85901 -1.79627 -0.31865
H -2.74685 -3.04909 0.61753
H -4.30974 -4.26762 -0.87557
H -3.95515 -4.19363 -3.32746
H -2.05195 -2.94137 -4.26270
N 1.95707 3.92122 6.39508
C 1.83407 3.09379 5.60321
*
```

## Properties
frontier orbital gap	6.587	eV


Run two
A structure of composition C30H30AsGaN5O3S. Source: OMol25; level of theory: ωB97M-V/def2-TZVPD.

```
! wB97M-V def2-TZVPD RIJCOSX def2/J DEFGRID3
* xyz -1 1
Ga 0.00478 0.08544 0.14347
C 0.00708 -4.29315 -1.66401
O -1.08181 -4.53775 -0.78033
C -2.13207 -3.65468 -0.84443
C -3.39104 -4.18516 -0.99441
C -4.52816 -3.36695 -1.00593
C -4.35942 -2.00662 -0.89867
C -3.08679 -1.43318 -0.75192
C -2.99921 0.01153 -0.79463
N -1.93815 0.71058 -0.62889
N -2.08768 2.06486 -0.88604
C -0.91080 2.63125 -1.01863
O 0.21883 2.05200 -0.91499
C -0.92838 4.10069 -1.32018
C 0.27895 4.77786 -1.44385
C 0.29699 6.13748 -1.72284
C -0.89360 6.83175 -1.88178
C -2.10374 6.15923 -1.75575
C -2.12184 4.80221 -1.47574
C -1.92646 -2.24882 -0.68423
O -0.73800 -1.78558 -0.47984
H 0.54128 -5.23887 -1.75382
H 0.66572 -3.51846 -1.27875
H -0.35663 -3.99185 -2.65065
H -3.47446 -5.26150 -1.09951
H -5.51364 -3.79851 -1.12499
H -5.21812 -1.34485 -0.94433
H -3.90701 0.55432 -1.06440
H 1.19524 4.22187 -1.29918
H 1.24361 6.65714 -1.81101
H -0.88072 7.89323 -2.09883
H -3.03634 6.69782 -1.87462
H -3.05350 4.26348 -1.37225
C -4.45479 -5.17960 2.15375
C -4.28604 -3.90219 2.90952
C -5.23450 -3.43111 3.81278
C -4.95394 -2.24746 4.46585
N -3.83894 -1.55291 4.25139
C -3.01627 -2.08829 3.36700
S -1.50035 -1.26172 2.91965
N -3.16294 -3.21823 2.69173
H -5.44563 -5.60568 2.30355
H -3.70154 -5.89805 2.48056
H -4.28568 -4.98953 1.09457
H -6.15211 -3.97181 3.99635
H -5.64597 -1.82450 5.18615
C 5.26438 3.48987 0.35621
As 3.40495 2.83696 0.31671
C 3.62630 1.48804 1.71852
C 3.49393 1.64534 -1.27159
C 4.66154 0.72157 -1.33457
C 4.58297 -0.55806 -0.78277
C 5.67223 -1.41609 -0.81248
C 6.86603 -1.01479 -1.39689
C 6.95666 0.25285 -1.95552
C 5.86576 1.10896 -1.92328
H 5.99256 2.67809 0.33639
H 5.39221 4.06336 1.27523
H 5.44584 4.15597 -0.48849
H 4.50065 0.86168 1.53997
H 2.72841 0.87092 1.75481
H 3.73880 2.00090 2.67429
H 3.44732 2.29946 -2.14409
H 2.55179 1.09905 -1.22848
H 3.64918 -0.87809 -0.33308
H 5.58609 -2.40562 -0.38056
H 7.71568 -1.68560 -1.42193
H 7.87979 0.57577 -2.42180
H 5.94181 2.09642 -2.36507
N -1.53452 0.89184 4.78299
C -1.53654 0.00548 4.04856
*
```

## Properties
frontier orbital gap	6.562	eV


Stability check: which of them is least stable? run two.


Run one
An isolated molecule of C11H22N2O3. Source: OMol25; level of theory: ωB97M-V/def2-TZVPD.

```
! wB97M-V def2-TZVPD RIJCOSX def2/J DEFGRID3
* xyz 0 1
C -0.08503 -2.10730 0.61812
C 0.04567 -0.92672 1.63014
C -1.52449 -2.39777 0.30300
C -2.34103 -1.22097 -0.24535
C -1.52402 -3.63901 -0.56790
C 1.06428 0.44597 -0.27430
C 2.40172 -0.19291 -0.83554
C 1.36680 1.95691 -0.36645
C 0.21486 2.84041 -0.11543
C 0.60538 4.27931 -0.16326
C -0.96175 2.56171 -1.02586
H 1.59581 -3.26211 1.06250
H 0.12936 -3.63856 1.96361
H 0.41860 -1.79938 -0.30575
H -2.04757 -2.60787 1.28413
H -2.18856 -0.29377 0.32689
H -3.48353 -1.27592 -0.23018
H -2.06271 -1.04080 -1.25798
H -0.72269 -3.46338 -1.44197
H -2.53982 -3.73352 -1.04543
H -1.17638 -4.51186 -0.03305
H 0.81541 0.89607 1.75188
H 0.23538 0.23307 -1.01332
H 2.14034 2.17829 0.46374
H 1.96864 2.10323 -1.30650
H 0.01369 2.57737 0.93785
H -0.38011 4.85301 -0.11511
H 1.15043 4.65835 0.86509
H 1.14028 4.52855 -1.05185
H -1.60286 1.70086 -0.69164
H -1.61756 3.54953 -0.98084
H -0.54137 2.57819 -2.05135
H 2.59390 -0.65699 0.90937
N 0.58412 -3.33123 1.08291
N 0.94321 0.07844 1.10072
O -0.38079 -0.98059 2.74793
O 2.56326 -0.19923 -2.04655
O 3.18911 -0.73935 0.11771
*
```

## Properties
SMILES	CC(C)C[C@H](NC(=O)[C@@H](N)C(C)C)C(=O)O
frontier orbital gap	10.034	eV


Run two
A structure of composition C11H22N2O3. Source: OMol25; level of theory: ωB97M-V/def2-TZVPD.

```
! wB97M-V def2-TZVPD RIJCOSX def2/J DEFGRID3
* xyz 0 1
C -0.60379 -1.28578 -0.91757
C -0.29927 0.14119 -0.27090
C -0.22659 -2.14162 0.30107
C -0.40856 -3.69024 0.30989
C -1.97426 -4.05074 0.20867
C -0.01670 -4.29145 1.73352
C 1.28037 2.14938 -0.17917
C 1.05451 2.02549 1.23817
C 0.68740 3.38715 -0.82673
C -0.82657 3.49493 -0.44177
C 1.43104 4.75840 -0.83607
H -0.32899 -1.20575 -2.80374
H 0.08041 -2.59600 -2.07863
H -1.71033 -1.45833 -1.08082
H 0.83053 -1.92139 0.40620
H -0.65532 -1.77374 1.21478
H 0.15595 -4.26496 -0.43000
H -2.21529 -5.15466 0.17536
H -2.30533 -3.51598 1.12557
H -2.50914 -3.62430 -0.72018
H 0.91686 -3.53428 2.26171
H -1.18324 -4.35398 2.31414
H 0.54367 -5.45378 1.66410
H 1.25541 0.10734 -1.36495
H 2.32040 2.10824 -0.38988
H 0.73005 3.24748 -1.86922
H -1.12723 2.90074 0.77541
H -0.92813 4.93196 -0.30456
H -1.32330 2.67256 -1.44552
H 1.60442 5.34338 0.18985
H 2.55950 4.86180 -1.19599
H 0.74936 5.43370 -1.39915
H 0.37887 2.95247 2.88716
N 0.10806 -1.54767 -1.96912
N 0.72242 0.84893 -0.73717
O -0.84561 0.47014 0.79786
O 1.20199 0.88140 1.77624
O 0.87643 3.14796 1.88148
*
```

## Properties
frontier orbital gap	9.321	eV


Stability check: which of them is least stable? run two.


Run one
An isolated molecule of C3H2N2. Source: OMol25; level of theory: ωB97M-V/def2-TZVPD.

```
! wB97M-V def2-TZVPD RIJCOSX def2/J DEFGRID3
* xyz 0 1
C -2.08273 0.07162 -0.09424
C 1.57906 0.05571 -0.00294
C 0.23640 -0.26373 -0.03665
N -3.05823 0.67660 0.03926
N -0.97027 -0.62349 -0.02903
H 2.11198 0.30186 0.87996
H 2.18380 -0.21855 -0.75637
*
```

## Properties
SMILES	C=C=NC#N
frontier orbital gap	9.710	eV


Run two
An isolated molecule of C3H2N2. Source: OMol25; level of theory: ωB97M-V/def2-TZVPD.

```
! wB97M-V def2-TZVPD RIJCOSX def2/J DEFGRID3
* xyz 0 1
C 0.56248 -1.09447 0.31441
C -0.12895 1.45788 0.31849
C -0.37399 -0.27278 -0.29392
N 1.30863 -1.83205 0.82142
N 0.20199 2.54683 0.33849
H -0.18962 -0.04504 -1.38206
H -1.38056 -0.76037 -0.11683
*
```

## Properties
SMILES	N#CCC#N
frontier orbital gap	12.013	eV


Stability check: which of them is least stable? run one.


Run one
The ion C4H8N3 with charge +1. Source: OMol25; level of theory: ωB97M-V/def2-TZVPD.

```
! wB97M-V def2-TZVPD RIJCOSX def2/J DEFGRID3
* xyz 1 1
C -2.04748 -1.56138 0.11868
C -1.36320 -0.22309 -0.05893
C 0.04959 0.34078 0.02518
C 1.20925 -0.47936 0.06682
N 2.03936 -1.44184 0.03841
N 0.03789 1.77106 0.15668
N 2.65914 -0.10806 -0.01094
H -3.07976 -1.48533 -0.27837
H -1.77836 -2.20747 0.85737
H -1.76366 0.19501 -1.04830
H -1.96544 0.36062 0.68543
H -0.83930 2.08418 -0.23470
H 0.72230 2.30735 -0.40484
H 3.12343 0.32374 -0.82282
H 2.99623 0.12378 0.91032
*
```

## Properties
frontier orbital gap (alpha / beta)	6.100 / 9.720	eV


Run two
A cluster of 2 separate species, C4H8N3 in total. Source: OMol25; level of theory: ωB97M-V/def2-TZVPD.

```
! wB97M-V def2-TZVPD RIJCOSX def2/J DEFGRID3
* xyz 1 1
C -1.27447 -0.44494 -0.16280
C 0.04272 -1.17066 -0.42584
C -0.56134 0.79989 0.01110
C 0.78234 0.17793 -0.18404
N 1.86483 0.66571 -0.93033
N -1.05617 2.04228 0.01284
N 2.12698 0.35266 0.32871
H -1.99483 -0.42934 -0.85665
H -1.82457 -0.60033 0.74239
H 0.29733 -1.94858 0.17850
H -0.00260 -1.46172 -1.56751
H -0.67795 2.84045 0.48316
H -2.00637 2.11035 -0.27175
H 2.68010 0.78780 0.99041
H 2.38932 -1.56811 0.53278
*
```

## Properties
frontier orbital gap (alpha / beta)	7.334 / 7.420	eV


Stability check: which of them is least stable? run two.